Record 1
Below is a molecular structure, C37H58Br4N4O5PSbSi4SnTe in a non-equilibrium geometry, with properties calculated with wB97M-V/def2-TZVPD.

Each line ends with the Mulliken charge.
CARTESIAN COORDINATES (ANGSTROEM)
Sn  -0.04  -0.33  -0.79  1.249
Br  -1.46  3.89  -3.64  -0.224
C  0.20  3.06  -4.11  0.000
C  0.70  3.27  -5.38  -0.447
C  1.88  2.68  -5.75  0.042
Br  2.55  3.00  -7.52  -0.330
C  2.58  1.82  -4.88  0.894
C  3.75  1.13  -5.22  -0.870
C  4.32  0.27  -4.32  -1.010
C  3.74  0.15  -3.05  -0.279
N  2.67  0.82  -2.68  0.007
C  2.05  1.62  -3.57  -0.466
C  0.82  2.27  -3.11  0.145
O  0.35  2.15  -1.95  0.254
H  0.16  3.89  -6.09  0.410
H  4.20  1.27  -6.20  0.286
H  5.20  -0.30  -4.57  0.426
H  4.16  -0.51  -2.30  0.450
Br  -5.54  0.04  -1.00  -0.209
C  -4.42  -1.04  -2.08  0.019
C  -5.02  -1.94  -2.95  -0.608
C  -4.25  -2.75  -3.74  0.063
Br  -5.13  -3.90  -4.99  -0.316
C  -2.84  -2.71  -3.68  0.949
C  -1.97  -3.52  -4.45  -0.883
C  -0.62  -3.37  -4.31  -1.283
C  -0.12  -2.44  -3.40  -0.300
N  -0.91  -1.70  -2.64  0.468
C  -2.25  -1.79  -2.78  -0.348
C  -3.03  -0.90  -1.94  -0.523
O  -2.47  -0.07  -1.15  0.729
H  -6.10  -2.01  -2.99  0.413
H  -2.39  -4.26  -5.11  0.276
H  0.08  -3.96  -4.89  0.418
H  0.94  -2.30  -3.25  0.442
C  0.52  -6.20  0.75  -1.097
C  1.23  -5.51  -0.40  -0.011
O  2.23  -4.65  0.11  -0.303
P  2.67  -3.40  -0.88  -1.139
O  1.66  -2.32  -0.73  0.200
Te  3.32  -4.32  -2.95  -0.412
O  3.95  -2.92  0.01  -0.138
C  5.11  -3.74  0.05  -0.497
C  6.31  -3.00  -0.52  -1.031
H  -0.18  -6.94  0.36  0.382
H  -0.01  -5.47  1.35  -0.049
H  1.26  -6.71  1.38  0.376
H  0.50  -4.94  -0.99  0.095
H  1.68  -6.25  -1.08  0.420
H  4.94  -4.65  -0.52  0.406
H  5.30  -4.01  1.09  0.294
H  6.11  -2.71  -1.55  0.195
H  7.19  -3.65  -0.51  0.405
H  6.53  -2.11  0.07  0.206
C  -0.27  -2.98  2.38  -1.166
Si  -1.37  -2.16  1.03  1.349
C  -3.00  -1.86  2.04  -0.602
C  -1.98  -3.69  0.00  -0.791
H  -0.68  -3.92  2.76  0.520
H  -0.15  -2.31  3.24  0.259
H  0.73  -3.19  1.98  0.066
H  -3.12  -2.62  2.82  0.419
H  -3.87  -1.91  1.38  0.378
H  -3.01  -0.88  2.52  -0.448
H  -2.22  -4.55  0.63  0.472
H  -1.22  -4.01  -0.71  -0.366
H  -2.87  -3.43  -0.57  0.367
C  -0.25  5.67  2.70  -1.096
Si  0.17  4.19  1.56  0.427
C  2.04  3.98  1.85  -1.038
C  -0.08  4.83  -0.20  -0.116
Sb  -1.00  1.88  1.71  -1.364
Si  -3.36  2.89  1.38  0.638
C  -3.55  3.09  -0.49  -0.335
C  -3.77  4.59  2.16  -1.136
C  -4.66  1.76  2.18  -0.865
Si  -1.02  1.93  4.31  0.773
C  -1.55  3.44  5.36  -1.226
C  0.76  1.57  4.89  -0.911
C  -2.07  0.49  4.98  -0.975
H  0.30  6.56  2.38  0.394
H  0.02  5.47  3.74  0.264
H  -1.32  5.91  2.67  0.266
H  2.58  4.91  1.67  0.461
H  2.44  3.22  1.19  0.050
H  2.25  3.67  2.88  0.304
H  0.72  5.50  -0.52  0.453
H  -1.03  5.35  -0.31  0.343
H  -0.09  3.98  -0.89  -0.625
H  -2.96  3.94  -0.83  0.100
H  -4.58  3.23  -0.81  0.423
H  -3.15  2.20  -0.98  -0.199
H  -3.30  5.40  1.60  0.285
H  -3.41  4.65  3.19  0.186
H  -4.84  4.76  2.17  0.402
H  -4.42  0.71  2.02  0.104
H  -5.66  1.93  1.76  0.397
H  -4.70  1.93  3.26  0.243
H  -0.77  4.20  5.36  0.351
H  -1.74  3.16  6.40  0.428
H  -2.46  3.89  4.97  0.212
H  1.48  2.13  4.29  0.016
H  1.01  0.51  4.76  0.304
H  0.93  1.83  5.94  0.424
H  -3.13  0.67  4.83  0.263
H  -1.91  0.32  6.05  0.421
H  -1.81  -0.43  4.46  0.094
N  3.00  0.61  0.39  0.576
C  4.10  0.12  0.98  -0.583
C  3.69  -0.51  2.13  -1.228
C  2.29  -0.38  2.12  -0.099
N  1.90  0.30  1.06  0.337
H  2.88  0.94  -0.57  0.107
H  5.09  0.26  0.57  0.499
H  4.30  -1.01  2.87  0.427
H  1.56  -0.77  2.81  0.224

Spin multiplicity: 1
Frontier orbital gap (eV): 5.2
Highest occupied orbital energy (eV): -1.580
Net charge: -2

---

Record 2
Below is 14 unconnected molecules or ions with the total composition C37H58BrCl26IN4O7PS3 in a non-equilibrium geometry, with properties calculated with wB97M-V/def2-TZVPD.

Each line ends with the Mulliken charge.
CARTESIAN COORDINATES (ANGSTROEM)
O  5.52  -2.96  1.12  -0.616
C  5.50  -1.69  0.64  0.181
O  6.28  -0.68  1.39  -0.423
C  4.66  -1.32  -0.75  0.635
C  4.93  0.25  -1.16  -0.436
C  3.88  0.80  -2.34  0.484
O  2.98  1.86  -1.86  -0.052
C  1.56  1.52  -2.07  -0.550
O  0.81  2.39  -2.76  -0.576
C  1.00  0.10  -1.41  1.029
C  1.16  -0.11  0.24  0.672
C  1.83  1.13  1.06  0.370
C  1.83  0.97  2.70  -0.464
C  2.66  2.30  3.29  0.328
C  1.83  3.70  3.13  -0.511
S  2.20  4.68  1.58  -0.094
C  4.02  4.67  1.15  0.218
N  4.36  5.26  -0.24  -0.209
N  5.76  5.20  -0.41  -0.302
C  6.28  4.59  0.87  -0.117
O  5.22  4.22  1.87  -0.034
C  0.60  -1.52  0.88  -0.190
N  -0.01  -2.66  0.03  1.040
P  -0.62  -4.20  0.75  0.288
O  -2.35  -4.40  0.38  -0.483
Br  -0.59  -4.10  3.05  -0.252
C  -0.14  -2.48  -1.50  -0.499
I  -0.97  -4.07  -2.82  0.166
C  0.33  -1.10  -2.29  0.395
C  0.17  -0.86  -3.91  -0.877
C  -1.24  -0.12  -4.33  -0.576
C  -2.13  0.41  -3.05  -0.254
S  -3.18  -0.96  -2.33  -0.183
C  -3.64  -0.61  -0.52  -0.261
S  -3.17  0.90  0.11  0.142
N  -4.39  -1.70  0.20  0.209
C  -5.89  -1.65  -0.04  -0.305
C  -6.74  -0.79  1.07  -0.282
O  -6.53  -1.49  2.38  -0.386
C  -5.13  -1.20  2.71  0.256
C  -4.03  -1.81  1.66  -0.376
H  6.50  -1.05  2.31  0.352
H  5.07  -2.08  -1.57  0.289
H  3.52  -1.58  -0.61  -0.386
H  4.90  0.94  -0.20  -0.068
H  6.03  0.30  -1.61  0.561
H  3.35  -0.09  -2.90  -0.142
H  4.59  1.32  -3.15  -0.175
H  2.94  1.22  0.71  -0.401
H  1.17  2.09  0.82  0.167
H  0.76  0.95  3.18  0.415
H  2.45  0.03  3.08  -0.211
H  2.82  2.13  4.45  -0.061
H  3.70  2.28  2.73  -0.072
H  1.96  4.44  4.05  0.343
H  0.67  3.43  3.09  0.287
H  7.44  4.47  0.96  0.359
H  0.70  -1.64  2.06  -0.640
H  -2.40  -5.13  -0.31  0.334
H  1.04  -0.12  -4.27  0.108
H  0.37  -1.86  -4.53  0.452
H  -1.07  0.83  -5.02  0.342
H  -1.85  -0.93  -4.97  0.209
H  -1.50  1.01  -2.25  0.125
H  -2.89  1.21  -3.51  0.364
H  -6.08  -1.14  -1.09  0.078
H  -6.31  -2.74  -0.07  0.274
H  -7.89  -0.82  0.79  0.290
H  -6.38  0.34  1.19  0.166
H  -4.91  -1.70  3.77  0.271
H  -4.99  -0.04  2.88  -0.344
H  -2.98  -1.33  1.94  0.200
H  -3.93  -2.97  1.91  0.158
C  2.98  -1.61  5.75  -0.539
Cl  1.77  -1.56  4.46  -0.067
Cl  4.56  -1.07  5.16  -0.080
H  2.66  -0.95  6.56  0.317
H  3.07  -2.63  6.12  0.377
C  5.77  2.78  5.12  0.248
Cl  4.14  2.80  5.82  -0.157
Cl  6.60  1.27  5.52  -0.164
H  5.69  2.87  4.04  -0.231
H  6.34  3.62  5.52  0.390
C  3.41  -4.42  -2.21  -0.553
Cl  2.86  -2.76  -2.47  0.021
Cl  2.61  -5.53  -3.33  -0.015
H  4.49  -4.46  -2.38  0.428
H  3.18  -4.71  -1.19  0.192
C  -4.87  4.66  -1.11  0.327
Cl  -3.23  4.46  -0.48  -0.081
Cl  -5.44  3.17  -1.87  -0.067
H  -5.54  4.92  -0.29  -0.063
H  -4.87  5.46  -1.86  -0.167
C  4.99  4.23  -4.11  0.080
Cl  5.44  5.13  -5.56  -0.157
Cl  6.10  2.88  -3.83  -0.170
H  5.03  4.90  -3.25  0.138
H  3.98  3.84  -4.24  0.145
C  -7.21  1.02  -4.61  -0.307
Cl  -8.21  0.28  -5.86  -0.161
Cl  -6.01  -0.13  -3.99  -0.065
H  -6.69  1.88  -5.04  0.279
H  -7.84  1.34  -3.78  0.253
C  3.36  -8.99  -5.01  -0.228
Cl  1.71  -8.40  -4.83  -0.139
Cl  4.01  -8.59  -6.61  -0.146
H  3.99  -8.53  -4.25  0.206
H  3.37  -10.08  -4.89  0.311
C  8.05  7.59  -6.24  -0.008
Cl  9.71  7.51  -6.84  -0.158
Cl  6.94  8.11  -7.51  -0.149
H  7.74  6.60  -5.88  0.040
H  8.00  8.31  -5.41  0.276
C  -4.75  8.65  -3.16  -0.284
Cl  -6.38  8.67  -2.46  -0.147
Cl  -3.92  7.14  -2.76  -0.116
H  -4.83  8.74  -4.24  0.284
H  -4.18  9.49  -2.76  0.281
C  1.20  -7.74  -0.11  -0.577
Cl  1.38  -5.99  -0.30  0.090
Cl  0.82  -8.51  -1.65  -0.099
H  2.14  -8.15  0.27  0.320
H  0.40  -7.94  0.60  0.314
C  -6.85  -2.81  5.68  0.065
Cl  -8.48  -2.78  6.38  -0.172
Cl  -6.02  -4.31  6.08  -0.131
H  -6.93  -2.72  4.60  -0.026
H  -6.28  -1.97  6.08  0.285
C  -5.63  4.31  2.82  -0.371
Cl  -4.96  2.67  2.89  -0.065
Cl  -7.02  4.38  1.74  -0.169
H  -5.94  4.60  3.83  0.350
H  -4.86  4.99  2.46  0.259
C  -6.59  -7.89  7.35  0.104
Cl  -7.60  -8.63  6.10  -0.149
Cl  -5.40  -9.03  7.96  -0.156
H  -6.08  -7.02  6.92  -0.066
H  -7.23  -7.56  8.17  0.271

Spin multiplicity: 1
Frontier orbital gap (eV): 5.6
Highest occupied orbital energy (eV): -10.491
Net charge: +1

---

Record 3
Below is 3 unconnected molecules or ions with the total composition C37H58F9N6O5S2 in a non-equilibrium geometry, with properties calculated with wB97M-V/def2-TZVPD.

Each line ends with the Mulliken spin population.
CARTESIAN COORDINATES (ANGSTROEM)
C  -4.37  -1.56  -6.25  0.000
C  -3.84  -1.68  -4.76  0.000
N  -2.38  -1.42  -4.65  0.000
C  -1.75  -2.20  -3.55  0.000
C  -2.05  -1.66  -2.11  0.000
C  -0.95  -2.05  -1.02  0.003
C  -1.34  -3.61  -0.96  0.000
O  -1.00  -4.45  -1.82  0.000
O  -2.19  -4.05  -0.08  0.000
N  0.43  -1.80  -1.40  -0.002
C  1.37  -2.84  -0.92  -0.007
C  2.90  -2.61  -0.84  0.011
C  3.70  -3.02  -2.16  -0.001
S  5.37  -2.26  -2.27  0.000
C  5.30  -0.52  -1.76  0.000
S  6.18  -0.09  -0.42  0.000
N  4.57  0.50  -2.45  0.000
C  4.16  0.58  -3.79  0.000
C  3.43  1.80  -3.84  0.000
N  3.43  2.47  -2.60  0.000
C  4.13  1.66  -1.79  0.000
C  0.92  -0.59  -1.83  -0.001
F  1.82  -0.83  -2.91  0.000
F  1.75  0.08  -0.87  0.000
C  0.11  0.62  -2.38  0.000
F  -0.40  0.45  -3.67  0.000
F  -0.79  1.22  -1.52  0.000
C  -1.29  -1.47  0.43  -0.002
F  -0.51  -0.33  0.75  0.001
F  -0.89  -2.31  1.46  0.001
C  -2.75  -0.94  0.68  0.000
F  -3.03  0.25  0.04  0.000
F  -2.79  -0.58  2.03  0.000
F  -3.78  -1.78  0.52  0.000
C  -1.66  -1.84  -5.86  0.000
C  -1.29  -3.33  -6.19  0.000
O  -1.35  -0.99  -6.66  0.000
H  -4.13  -2.46  -6.86  0.000
H  -3.91  -0.68  -6.78  0.000
H  -5.48  -1.35  -6.27  0.000
H  -4.19  -2.62  -4.27  0.000
H  -4.35  -0.83  -4.21  0.000
H  -2.19  -3.24  -3.60  0.000
H  -0.65  -2.34  -3.69  0.000
H  -3.03  -2.14  -1.82  0.000
H  -2.27  -0.57  -2.16  0.000
H  1.29  -3.70  -1.64  0.000
H  1.06  -3.15  0.11  0.000
H  3.28  -3.36  -0.09  0.010
H  3.28  -1.64  -0.46  -0.006
H  3.89  -4.13  -2.09  0.000
H  3.08  -2.90  -3.09  0.000
H  4.35  -0.20  -4.54  0.000
H  2.92  2.20  -4.75  0.000
H  4.29  1.95  -0.74  0.000
H  0.88  1.42  -2.56  0.000
H  -0.53  -3.28  -7.01  0.000
H  -2.13  -3.95  -6.57  0.000
H  -0.81  -3.89  -5.35  0.000
C  -4.10  6.98  1.57  0.012
C  -5.15  5.97  1.06  0.032
C  -5.56  5.04  2.21  0.024
C  -4.46  4.06  2.59  -0.019
C  -3.99  3.27  1.37  0.018
C  -3.63  4.14  0.15  0.037
N  -4.63  5.22  -0.12  0.307
O  -5.67  4.67  -0.73  0.599
C  -2.24  4.77  0.33  0.027
C  -3.45  3.19  -1.05  -0.019
C  -6.35  6.87  0.69  -0.004
H  -4.57  7.74  2.21  0.001
H  -3.32  6.53  2.19  0.001
H  -3.62  7.51  0.74  -0.009
H  -6.46  4.48  1.94  0.003
H  -5.83  5.63  3.09  0.000
H  -3.62  4.58  3.05  0.000
H  -4.84  3.37  3.35  0.002
H  -3.13  2.66  1.66  0.000
H  -4.78  2.57  1.10  0.004
H  -2.02  5.47  -0.48  -0.015
H  -1.46  4.00  0.31  0.000
H  -2.10  5.28  1.28  0.002
H  -4.33  2.56  -1.22  0.002
H  -2.62  2.51  -0.88  0.003
H  -3.24  3.74  -1.97  -0.008
H  -6.06  7.63  -0.04  -0.001
H  -6.72  7.39  1.58  0.000
H  -7.20  6.31  0.29  0.000
C  4.82  -3.86  5.49  0.005
C  4.57  -3.35  4.05  0.034
C  5.76  -2.50  3.60  0.020
C  5.83  -1.15  4.32  -0.020
C  4.51  -0.40  4.17  0.018
C  3.26  -1.21  4.53  0.042
N  3.28  -2.60  3.98  0.320
O  2.94  -2.52  2.70  0.582
C  3.10  -1.28  6.07  0.004
C  2.03  -0.41  4.07  -0.013
C  4.53  -4.65  3.22  -0.002
H  5.57  -4.65  5.50  0.001
H  5.20  -3.10  6.17  0.001
H  3.91  -4.27  5.93  -0.006
H  5.71  -2.32  2.52  0.002
H  6.70  -3.04  3.78  0.002
H  6.07  -1.29  5.38  -0.001
H  6.64  -0.56  3.89  0.001
H  4.56  0.51  4.78  0.000
H  4.44  -0.05  3.13  0.005
H  2.28  -1.95  6.34  -0.007
H  2.86  -0.30  6.47  0.001
H  3.99  -1.60  6.59  0.001
H  2.08  -0.15  3.01  0.005
H  1.97  0.54  4.61  0.000
H  1.10  -0.96  4.25  0.002
H  3.77  -5.33  3.60  0.000
H  5.50  -5.16  3.28  0.000
H  4.35  -4.47  2.16  0.002

Spin multiplicity: 3
Frontier orbital gap (spin up / spin down) (eV): 5.9 / 5.9
Highest occupied orbital energy (spin up / spin down) (eV): -5.018 / -5.018
Net charge: -1